1.
9
Properties=species:S:1:pos:R:3:mulliken_charge:R:1 method="wB97M-V/def2-TZVPD" total_energy_ha=-955.31153 e_above_lowest_kcal_mol=59.3 smiles="C=CCl.O=P" gap_ev=8.79 charge=0 max_force_ev_per_a=2.55 lumo_energy_ev=-0.749
C -2.358 0.088 -0.463 -0.537
C -1.230 -0.126 0.195 -0.109
Cl 0.336 -0.313 -0.498 -0.167
H -2.577 0.012 -1.470 0.301
H -3.169 0.315 0.178 0.232
H -0.968 0.139 1.255 0.284
O 3.389 0.641 -0.647 -0.365
P 3.469 -0.637 0.051 0.331
H 3.108 -0.119 1.400 0.030

---

2.
57
Properties=species:S:1:pos:R:3:lowdin_spin:R:1 method="wB97M-V/def2-TZVPD" total_energy_ha=-5754.42885 spin_multiplicity=2 e_above_lowest_kcal_mol=22.6 s2=0.76 gap_ev="6.90 / 7.15" charge=+1 max_force_ev_per_a=3.66 lumo_energy_ev="-3.660 / -3.896"
Ti -1.193 0.100 0.069 0.835
Cl -5.913 -0.307 0.324 0.003
C -4.732 -1.096 1.287 0.006
C -5.099 -2.021 2.268 -0.007
C -4.149 -2.710 2.991 0.005
Cl -4.654 -3.869 4.158 0.002
C -2.769 -2.496 2.767 0.001
C -1.723 -3.192 3.408 0.042
C -0.418 -2.910 3.059 -0.002
C -0.142 -1.920 2.119 0.036
N -1.105 -1.199 1.531 -0.011
C -2.414 -1.509 1.811 0.020
C -3.387 -0.811 1.046 -0.004
O -2.969 0.072 0.150 -0.013
H -6.146 -2.200 2.449 0.000
H -1.953 -3.952 4.138 0.002
H 0.400 -3.448 3.511 -0.001
H 0.883 -1.706 1.810 0.002
N -1.424 1.899 1.530 0.008
C -0.996 3.013 0.741 0.004
C 0.082 3.802 1.124 0.002
C 0.515 4.831 0.306 0.001
C -0.146 5.102 -0.878 0.001
C -1.228 4.324 -1.262 0.001
C -1.648 3.272 -0.465 0.003
H -2.448 1.856 1.535 0.000
H -1.104 1.975 2.498 0.002
H 0.590 3.614 2.058 0.000
H 1.361 5.431 0.606 0.000
H 0.179 5.918 -1.502 0.000
H -1.736 4.534 -2.189 0.000
H -2.497 2.653 -0.762 0.001
N 6.517 -3.671 -2.821 0.000
C 5.393 -3.473 -2.730 0.000
C 4.020 -3.173 -2.565 0.001
C 3.342 -2.425 -3.529 0.000
C 2.039 -2.040 -3.306 0.003
C 1.397 -2.403 -2.120 0.008
C 2.053 -3.216 -1.189 0.003
C 3.358 -3.595 -1.410 0.000
C 0.162 -1.819 -1.765 0.038
C -0.827 -1.208 -1.391 -0.004
H 3.847 -2.127 -4.435 0.000
H 1.508 -1.436 -4.027 0.000
H 1.530 -3.518 -0.293 0.001
H 3.888 -4.195 -0.689 0.000
Br 4.154 3.692 -1.477 0.002
C 2.680 2.576 -1.125 0.006
C 1.636 2.458 -2.046 -0.001
C 0.557 1.667 -1.727 0.006
N 0.445 1.001 -0.559 -0.003
C 1.479 1.087 0.304 0.005
C 2.597 1.853 0.068 -0.001
H 1.683 2.966 -2.996 0.000
H -0.263 1.532 -2.427 0.000
H 1.399 0.501 1.221 0.001
H 3.388 1.916 0.796 0.000

---

3.
15
Properties=species:S:1:pos:R:3:lowdin_spin:R:1 method="wB97M-V/def2-TZVPD" total_energy_ha=-1131.84762 spin_multiplicity=3 e_above_lowest_kcal_mol=80.4 s2=2.01 gap_ev="6.02 / 6.19" charge=+1 max_force_ev_per_a=2.45 lumo_energy_ev="-3.539 / -7.788"
C 1.187 0.904 0.137 0.576
C 2.295 0.235 -0.057 0.381
C -1.686 0.807 0.284 0.044
C -0.587 -0.183 0.454 0.487
N -0.551 -1.265 -0.533 0.045
Cl 3.838 0.971 -0.331 0.231
Cl 2.389 -1.511 -0.051 0.157
H 1.008 1.953 0.171 0.017
H -2.653 0.355 0.510 0.018
H -1.549 1.634 0.976 0.003
H -1.719 1.207 -0.728 0.004
H -0.409 -0.540 1.460 0.016
H 0.430 -1.663 -0.516 0.005
H -0.760 -0.904 -1.471 0.002
H -1.232 -2.002 -0.304 0.015

---

4.
65
Properties=species:S:1:pos:R:3:mulliken_charge:R:1 method="wB97M-V/def2-TZVPD" total_energy_ha=-1213.47689 e_above_lowest_kcal_mol=55.1 gap_ev=6.55 charge=+1 max_force_ev_per_a=3.68 lumo_energy_ev=-3.344
C 5.276 -3.440 1.113 -1.085
N 5.179 -1.999 1.206 0.053
C 6.448 -1.338 1.010 -0.766
C 6.398 0.139 1.358 -0.838
C 5.203 0.828 0.710 -0.767
C 3.932 0.066 0.834 0.663
C 3.988 -1.321 1.158 1.010
C 2.755 -1.954 1.454 -1.291
C 1.546 -1.324 1.244 -0.691
C 1.476 -0.032 0.610 0.076
C 0.259 0.681 0.218 -0.402
C -1.010 -0.042 0.246 0.914
C -2.189 0.667 0.599 -0.747
C -3.404 0.027 0.825 0.778
C -3.503 -1.384 0.720 0.755
N -4.688 -2.020 0.969 0.027
C -4.820 -3.449 0.794 -1.204
C -5.938 -1.316 1.131 -0.571
C -5.745 0.045 1.783 -0.902
C -4.618 0.825 1.115 -0.825
C -2.340 -2.101 0.357 -0.613
C -1.146 -1.460 0.095 -1.864
C 2.711 0.676 0.576 -1.097
H 4.301 -3.898 0.970 0.380
H 5.917 -3.719 0.268 0.334
H 5.736 -3.860 2.016 0.312
H 7.203 -1.851 1.617 0.438
H 6.761 -1.465 -0.041 0.372
H 6.336 0.247 2.445 0.334
H 7.334 0.606 1.037 0.354
H 5.069 1.801 1.184 0.408
H 5.428 1.033 -0.346 0.302
H 2.766 -2.972 1.841 0.390
H 0.658 -1.849 1.610 0.693
H 0.230 1.749 0.637 0.383
H -2.125 1.752 0.720 0.380
H -4.029 -3.993 1.328 0.387
H -5.785 -3.772 1.198 0.339
H -4.774 -3.748 -0.267 0.371
H -6.428 -1.183 0.147 0.278
H -6.607 -1.943 1.735 0.413
H -6.684 0.604 1.722 0.366
H -5.524 -0.096 2.845 0.323
H -4.352 1.675 1.748 0.421
H -5.011 1.252 0.182 0.291
H -2.404 -3.177 0.227 0.378
H -0.280 -2.062 -0.201 0.919
H 2.709 1.745 0.357 0.505
C -1.691 1.334 -4.143 -1.229
C -1.053 2.620 -3.645 -0.820
C -0.845 2.751 -2.133 0.290
C -0.365 4.181 -1.891 -0.955
O 0.089 4.248 -0.564 -0.450
N 0.101 1.765 -1.558 -0.429
H -1.961 1.459 -5.197 0.395
H -0.977 0.508 -4.070 0.357
H -2.611 1.089 -3.603 0.287
H -0.096 2.822 -4.159 0.319
H -1.701 3.454 -3.936 0.413
H -1.788 2.601 -1.579 0.149
H 0.404 4.484 -2.617 0.397
H -1.211 4.856 -2.053 0.438
H 0.317 5.161 -0.322 0.310
H 0.113 0.875 -2.065 0.424
H 1.057 2.139 -1.561 0.419

---

5.
78
Properties=species:S:1:pos:R:3:lowdin_spin:R:1 method="wB97M-V/def2-TZVPD" total_energy_ha=-8542.67076 spin_multiplicity=2 e_above_lowest_kcal_mol=56.9 s2=1.02 gap_ev="5.54 / 6.19" charge=0 max_force_ev_per_a=5.01 lumo_energy_ev="-1.671 / -1.188"
Re 1.949 -1.005 -0.225 1.179
S 1.862 -0.309 2.359 -0.031
P 0.535 0.883 1.432 -0.021
C 0.031 -0.159 0.063 -0.258
P -1.592 -0.912 -0.046 -0.030
S -1.513 -2.864 -0.215 -0.017
C -2.402 -0.209 -1.526 -0.007
C -2.014 1.022 -2.038 -0.007
C -2.611 1.525 -3.182 -0.001
C -3.606 0.796 -3.815 0.000
C -4.002 -0.432 -3.306 -0.001
C -3.399 -0.939 -2.166 -0.001
C -2.757 -0.549 1.307 -0.002
C -2.644 -1.323 2.459 0.000
C -3.591 -1.219 3.460 0.000
C -4.662 -0.349 3.310 0.000
C -4.768 0.433 2.171 0.000
C -3.819 0.335 1.166 0.000
C -0.663 1.726 2.497 0.004
C -0.793 1.420 3.842 0.001
C -1.652 2.171 4.630 0.000
C -2.365 3.221 4.074 0.001
C -2.239 3.520 2.724 0.000
C -1.386 2.774 1.933 0.001
C 1.432 2.370 0.869 -0.006
C 1.207 2.968 -0.362 -0.003
C 1.956 4.066 -0.744 0.000
C 2.910 4.588 0.115 0.000
C 3.112 4.013 1.360 -0.001
C 2.376 2.904 1.739 -0.001
H -1.243 1.579 -1.521 -0.005
H -2.308 2.488 -3.574 0.000
H -4.076 1.187 -4.707 0.000
H -4.783 -0.995 -3.798 0.000
H -3.691 -1.904 -1.772 -0.001
H -1.819 -2.020 2.547 0.000
H -3.498 -1.823 4.352 0.000
H -5.417 -0.284 4.082 0.000
H -5.598 1.119 2.059 0.000
H -3.914 0.938 0.272 0.000
H -0.212 0.607 4.260 0.000
H -1.756 1.939 5.681 0.000
H -3.019 3.820 4.694 0.000
H -2.796 4.340 2.293 0.000
H -1.271 3.012 0.882 0.000
H 0.465 2.558 -1.035 -0.002
H 1.801 4.503 -1.721 0.000
H 3.506 5.437 -0.193 0.000
H 3.853 4.417 2.036 0.000
H 2.558 2.422 2.692 0.000
O 6.161 -0.624 -0.133 0.011
C 4.969 -0.626 -0.247 0.007
O 4.055 -1.494 -0.208 0.045
C 4.260 0.917 -0.588 0.005
O 5.028 1.834 -0.682 0.005
O 3.009 0.792 -0.713 0.031
Br 2.127 -3.978 -5.259 -0.002
C 1.794 -2.338 -4.378 -0.003
C 1.303 -1.243 -5.070 0.025
C 1.065 -0.091 -4.334 -0.004
C 1.284 -0.090 -2.973 0.021
N 1.732 -1.166 -2.301 0.001
C 2.022 -2.261 -3.019 0.022
H 1.128 -1.290 -6.134 0.001
H 0.696 0.803 -4.813 -0.001
H 1.112 0.801 -2.389 0.000
H 2.444 -3.104 -2.491 0.001
Br 3.314 -7.380 0.399 0.004
C 2.585 -5.642 0.416 0.014
C 1.630 -5.265 -0.518 -0.002
C 1.220 -3.951 -0.550 0.015
N 1.699 -3.002 0.278 0.002
C 2.509 -3.425 1.271 0.012
C 2.989 -4.712 1.362 -0.003
H 1.227 -5.971 -1.228 0.000
H 0.469 -3.630 -1.258 0.001
H 2.811 -2.693 2.005 0.001
H 3.687 -4.976 2.141 0.000

---

6.
21
Properties=species:S:1:pos:R:3:mulliken_charge:R:1 method="wB97M-V/def2-TZVPD" total_energy_ha=-383.25245 e_above_lowest_kcal_mol=107.2 gap_ev="7.60 / 7.20" charge=0 max_force_ev_per_a=3.12 lumo_energy_ev="-0.174 / -0.305"
C -1.625 1.426 -0.115 0.031
C -2.789 2.351 0.020 -1.030
C 1.721 1.627 -1.071 -1.009
C 0.379 1.026 -0.855 0.151
N -0.652 1.746 -0.931 -0.331
H -1.659 0.478 0.403 0.311
H -3.724 1.825 -0.182 0.295
H -2.723 3.176 -0.684 0.293
H -2.822 2.776 1.027 0.280
H 1.770 2.078 -2.067 0.355
H 1.898 2.432 -0.349 0.290
H 2.505 0.876 -0.967 0.219
C -0.101 -2.974 0.275 0.067
C 1.150 -2.946 1.061 -0.115
C 2.021 -1.937 1.046 -0.408
N -0.684 -2.031 -0.331 -0.589
H -0.211 -1.120 -0.292 0.421
H -0.546 -3.968 0.194 0.308
H 1.360 -3.853 1.620 0.288
H 1.801 -0.990 0.571 -0.099
H 2.932 -1.997 1.627 0.274